Record 1
Entry from OMol25: 12 unconnected molecules or ions with the total composition C29H63Br14N5O5 (wB97M-V/def2-TZVPD).

Geometry (Å):
Br: 4.026 -1.474 2.320
C: 3.775 0.492 2.464
C: 3.917 1.016 3.860
Br: 5.823 0.962 4.379
H: 2.811 0.721 2.018
H: 4.511 0.855 1.753
H: 3.382 0.351 4.532
H: 3.682 2.066 3.957
Br: -3.779 3.328 5.468
C: -4.090 2.382 3.757
C: -4.013 0.887 4.015
Br: -3.992 0.021 2.243
H: -3.279 2.649 3.086
H: -5.018 2.720 3.309
H: -4.856 0.534 4.598
H: -3.089 0.698 4.553
Br: -2.627 -5.882 1.566
C: -3.800 -4.312 1.343
C: -4.286 -4.221 -0.074
Br: -5.075 -2.444 -0.358
H: -3.164 -3.478 1.614
H: -4.613 -4.489 2.034
H: -5.052 -4.936 -0.346
H: -3.479 -4.271 -0.800
Br: 2.128 -5.405 3.085
C: 0.361 -4.695 3.555
C: 0.178 -3.475 2.692
Br: -1.199 -2.266 3.400
H: 0.499 -4.441 4.599
H: -0.383 -5.461 3.390
H: -0.117 -3.715 1.671
H: 1.104 -2.913 2.583
Br: 0.786 5.276 7.312
C: 0.235 4.497 5.594
C: 1.266 3.551 5.052
Br: 0.394 2.420 3.695
H: -0.005 5.304 4.906
H: -0.705 4.000 5.806
H: 1.570 2.866 5.839
H: 2.159 3.991 4.619
Br: -1.659 -3.678 -3.064
C: -3.376 -2.980 -3.682
C: -4.181 -3.983 -4.469
Br: -4.525 -5.670 -3.583
H: -3.172 -2.162 -4.371
H: -3.899 -2.557 -2.830
H: -3.659 -4.204 -5.397
H: -5.130 -3.523 -4.737
Br: -2.468 2.685 0.287
C: -3.848 3.942 -0.332
C: -3.223 5.220 -0.865
Br: -4.573 6.589 -0.882
H: -4.534 4.148 0.482
H: -4.409 3.465 -1.133
H: -2.829 5.069 -1.863
H: -2.459 5.582 -0.185
C: -3.553 2.139 -3.321
O: -4.446 2.938 -3.572
N: -2.502 1.846 -4.131
C: -1.570 0.790 -3.792
C: -2.503 2.286 -5.506
H: -3.499 1.572 -2.370
H: -1.891 -0.171 -4.197
H: -1.539 0.705 -2.704
H: -0.573 1.027 -4.156
H: -2.840 1.477 -6.159
H: -3.170 3.134 -5.630
H: -1.508 2.624 -5.795
C: 4.670 0.803 -1.902
O: 5.201 1.646 -1.212
N: 4.148 1.053 -3.123
C: 3.519 -0.007 -3.882
C: 4.305 2.341 -3.746
H: 4.566 -0.258 -1.640
H: 2.440 0.045 -3.736
H: 3.847 -0.990 -3.539
H: 3.803 0.018 -4.933
H: 4.260 2.269 -4.829
H: 3.577 3.074 -3.399
H: 5.280 2.757 -3.486
C: 2.483 -4.013 -0.762
O: 1.439 -3.928 -1.401
N: 3.276 -5.095 -0.737
C: 4.388 -5.250 0.189
C: 3.005 -6.257 -1.568
H: 2.865 -3.134 -0.216
H: 4.591 -4.402 0.837
H: 5.286 -5.608 -0.309
H: 4.032 -6.038 0.869
H: 2.346 -5.967 -2.380
H: 3.960 -6.624 -1.942
H: 2.519 -7.037 -0.974
C: 0.878 -0.979 -0.767
O: 2.056 -0.756 -0.547
N: -0.114 -0.449 -0.032
C: -1.470 -0.967 -0.211
C: 0.284 0.327 1.116
H: 0.617 -1.670 -1.574
H: -1.658 -1.659 0.620
H: -1.514 -1.498 -1.159
H: -2.277 -0.235 -0.156
H: 0.607 -0.372 1.895
H: 1.070 1.047 0.916
H: -0.555 0.868 1.559
C: 3.317 3.296 0.919
O: 3.712 3.485 2.052
N: 2.113 3.691 0.453
C: 1.529 3.124 -0.750
C: 1.370 4.700 1.202
H: 3.952 2.794 0.171
H: 1.069 3.956 -1.285
H: 0.815 2.338 -0.518
H: 2.333 2.725 -1.360
H: 0.307 4.487 1.102
H: 1.685 4.641 2.236
H: 1.618 5.689 0.805

Atoms 1-6, force components in eV/Å:
-0.2948 0.4566 0.3072
0.1818 -0.1473 -1.0344
0.9166 -0.7325 -0.0212
-0.3385 -0.0833 0.1028
-0.1680 -0.2534 0.3016
0.1667 0.2287 0.2739

Properties
LUMO level	0.0	eV
energy relative to the best compared isomer or geometry (same formula, charge and spin)	52.6	kJ/mol

Atom charges from the Mulliken analysis, given in e for atoms 1 to 99:
1 Br -0.15
2 C 0.74
3 C -0.43
4 Br -0.20
5 H -1.07
6 H 0.54
7 H 0.51
8 H 0.08
9 Br -0.19
10 C -0.32
11 C -0.66
12 Br -0.07
13 H -0.02
14 H 0.43
15 H 0.45
16 H 0.37
17 Br -0.20
18 C -0.28
19 C -0.31
20 Br -0.19
21 H -0.02
22 H 0.45
23 H 0.50
24 H 0.07
25 Br -0.17
26 C -0.37
27 C -0.18
28 Br -0.17
29 H 0.37
30 H 0.23
31 H 0.24
32 H 0.09
33 Br -0.17
34 C -0.53
35 C -0.79
36 Br 0.05
37 H 0.39
38 H 0.18
39 H 0.55
40 H 0.43
41 Br -0.03
42 C -0.25
43 C -0.83
44 Br -0.17
45 H 0.28
46 H 0.11
47 H 0.39
48 H 0.48
49 Br 0.04
50 C -0.92
51 C -0.42
52 Br -0.16
53 H 0.59
54 H 0.33
55 H 0.31
56 H 0.28
57 C 0.12
58 O -0.66
59 N 0.21
60 C -0.44
61 C -1.03
62 H 0.40
63 H 0.03
64 H 0.03
65 H 0.36
66 H 0.33
67 H 0.34
68 H 0.31
69 C 0.19
70 O -0.69
71 N 0.21
72 C -0.88
73 C -0.94
74 H 0.25
75 H 0.19
76 H 0.31
77 H 0.39
78 H 0.36
79 H 0.23
80 H 0.35
81 C 0.50
82 O -0.71
83 N 0.15
84 C -0.79
85 C -1.01
86 H 0.11
87 H 0.16
88 H 0.31
89 H 0.28
90 H 0.31
91 H 0.33
92 H 0.30
93 C -0.85
94 O -0.44
95 N 1.78
96 C 0.23
97 C -0.79
98 H 0.61
99 H -0.14

=====

Record 2
Entry from OMol25: 7 unconnected molecules or ions with the total composition C29H63N7O16P2 (wB97M-V/def2-TZVPD).

Geometry (Å):
C: -4.471 2.285 -3.814
N: -3.620 3.085 -2.886
O: -4.124 3.477 -1.849
O: -2.580 3.544 -3.390
H: -4.504 1.297 -3.355
H: -3.814 2.097 -4.664
H: -5.409 2.820 -3.956
C: 4.246 1.599 1.679
C: 5.112 1.265 0.525
C: 6.597 1.795 0.446
O: 7.326 0.576 0.264
C: 6.630 -0.399 0.753
O: 7.094 -1.456 1.040
O: 5.303 -0.093 0.717
H: 3.429 0.911 1.899
H: 3.726 2.538 1.492
H: 4.837 1.754 2.581
H: 4.670 1.404 -0.462
H: 6.842 2.245 1.408
H: 6.798 2.555 -0.309
C: -2.504 0.747 1.228
C: -1.306 1.244 0.598
C: -1.385 2.600 -0.037
O: -0.564 3.437 0.658
C: 0.190 2.846 1.477
O: 1.029 3.495 2.114
O: -0.231 1.489 1.552
H: -2.274 -0.137 1.824
H: -3.209 0.549 0.420
H: -2.872 1.515 1.908
H: -1.005 0.602 -0.231
H: -2.406 2.983 -0.020
H: -1.006 2.579 -1.058
C: 3.967 6.887 2.134
C: 2.638 6.700 2.931
C: 2.475 7.606 4.264
O: 1.365 8.449 3.947
C: 1.062 8.324 2.672
O: 0.309 9.125 2.098
O: 1.644 7.191 2.081
H: 3.870 6.445 1.142
H: 4.875 6.508 2.602
H: 4.284 7.928 2.080
H: 2.461 5.686 3.290
H: 3.407 8.171 4.300
H: 2.283 7.043 5.177
C: -2.259 6.360 -1.627
C: -0.895 6.655 -1.007
C: 0.141 6.112 -1.936
O: 1.364 6.812 -1.580
C: 0.908 8.051 -1.238
O: 1.546 9.073 -0.988
O: -0.442 7.961 -1.124
H: -2.326 6.723 -2.653
H: -3.040 6.922 -1.115
H: -2.470 5.299 -1.767
H: -0.779 6.343 0.031
H: -0.036 6.454 -2.956
H: 0.442 5.072 -1.813
O: 1.274 -3.419 -2.139
P: 2.379 -3.149 -1.155
N: 2.222 -3.760 0.478
C: 2.954 -3.136 1.637
C: 1.673 -5.080 0.758
N: 2.718 -1.492 -0.971
C: 3.588 -0.665 -1.846
C: 1.738 -0.618 -0.261
N: 3.957 -3.634 -1.734
C: 3.899 -4.702 -2.799
C: 5.208 -3.494 -0.981
H: 3.121 -3.806 2.481
H: 2.501 -2.209 1.985
H: 3.955 -2.970 1.238
H: 0.775 -5.183 0.149
H: 1.360 -5.221 1.792
H: 2.393 -5.858 0.502
H: 4.603 -0.529 -1.472
H: 3.707 -1.170 -2.804
H: 3.119 0.299 -2.040
H: 0.861 -1.126 0.139
H: 2.327 -0.084 0.485
H: 1.408 0.296 -0.755
H: 3.947 -5.626 -2.223
H: 3.013 -4.703 -3.435
H: 4.746 -4.602 -3.478
H: 5.356 -2.519 -0.516
H: 6.170 -3.673 -1.461
H: 5.124 -4.219 -0.170
O: -4.161 -6.717 -1.575
P: -4.583 -5.909 -0.442
N: -6.198 -5.401 -0.639
C: -6.984 -5.406 -1.909
C: -6.984 -4.873 0.488
N: -3.861 -4.324 -0.354
C: -3.026 -3.912 -1.450
C: -4.378 -3.196 0.472
N: -4.427 -6.622 1.120
C: -3.008 -6.838 1.550
C: -5.485 -7.552 1.643
H: -7.090 -4.354 -2.172
H: -7.939 -5.919 -1.792
H: -6.329 -5.846 -2.661
H: -6.334 -4.641 1.331
H: -7.915 -5.413 0.663
H: -7.317 -3.898 0.132
H: -2.019 -3.528 -1.284
H: -2.880 -4.719 -2.169
H: -3.542 -3.085 -1.937
H: -5.087 -2.539 -0.030
H: -4.717 -3.722 1.365
H: -3.572 -2.553 0.825
H: -2.561 -5.844 1.535
H: -3.075 -7.471 2.435
H: -2.590 -7.443 0.745
H: -5.612 -7.518 2.725
H: -5.318 -8.566 1.281
H: -6.446 -7.286 1.205

Atoms 1-6, force components in eV/Å:
1.4595 -1.1866 0.3532
0.1523 2.6565 -1.5787
0.5477 -0.8388 0.0447
-0.9009 -1.1529 1.3023
-0.9178 0.1018 0.2211
-0.6040 0.5913 -0.3819

Properties
LUMO level (alpha / beta)	-2.8 / -7.3	eV
2S+1	2
net charge	+1

Atom charges from the Mulliken analysis, given in e for atoms 1 to 99:
1 C -0.81
2 N 0.85
3 O -0.46
4 O -0.49
5 H 0.27
6 H 0.34
7 H 0.30
8 C -1.64
9 C 0.64
10 C -0.43
11 O -0.37
12 C 0.60
13 O -0.56
14 O -0.12
15 H 0.21
16 H 0.42
17 H 0.40
18 H 0.24
19 H 0.30
20 H 0.33
21 C -1.68
22 C 1.06
23 C -0.24
24 O -0.22
25 C 0.59
26 O -0.65
27 O -0.42
28 H 0.39
29 H 0.39
30 H 0.38
31 H 0.08
32 H 0.08
33 H 0.21
34 C -1.36
35 C 0.55
36 C -0.46
37 O -0.34
38 C 0.55
39 O -0.55
40 O -0.20
41 H 0.27
42 H 0.43
43 H 0.39
44 H 0.11
45 H 0.27
46 H 0.35
47 C -1.29
48 C 0.94
49 C -0.52
50 O -0.37
51 C 0.63
52 O -0.57
53 O -0.41
54 H 0.41
55 H 0.39
56 H 0.12
57 H 0.21
58 H 0.41
59 H 0.11
60 O -0.90
61 P 0.44
62 N 0.28
63 C -0.79
64 C -1.05
65 N 0.59
66 C -1.39
67 C -1.31
68 N 0.34
69 C -1.01
70 C -0.82
71 H 0.46
72 H 0.17
73 H 0.20
74 H 0.27
75 H 0.42
76 H 0.30
77 H 0.20
78 H 0.38
79 H 0.52
80 H 0.43
81 H 0.12
82 H 0.55
83 H 0.34
84 H 0.29
85 H 0.30
86 H -0.05
87 H 0.35
88 H 0.35
89 O -0.78
90 P 0.57
91 N 0.28
92 C -0.89
93 C -1.24
94 N 0.44
95 C -1.11
96 C -0.92
97 N 0.17
98 C -0.97
99 C -0.93

=====

Record 3
Entry from OMol25: 5 unconnected molecules or ions with the total composition C29H64BF2N4O19P4SSi (wB97M-V/def2-TZVPD).

Geometry (Å):
C: -7.653 -1.237 2.662
C: -7.834 0.393 2.923
O: -6.603 1.048 3.394
B: -5.760 1.527 2.278
O: -6.239 2.140 1.019
N: -4.243 1.416 2.458
S: -3.201 2.717 3.027
C: -3.632 0.221 2.164
N: -2.138 0.067 2.375
C: -1.781 -1.342 1.956
C: -0.370 -2.176 1.939
F: -0.614 -3.417 2.766
F: -0.081 -2.696 0.556
C: 0.901 -1.414 2.638
C: 1.263 0.057 2.012
Si: 2.219 0.025 0.341
C: 0.853 0.201 -1.059
C: 3.225 -1.606 0.061
C: 3.379 1.588 0.085
C: 3.484 2.845 1.133
C: 4.508 4.134 0.835
C: 5.420 4.083 -0.554
C: 5.325 2.856 -1.659
C: 4.282 1.594 -1.321
N: -3.085 -2.002 1.529
C: -3.340 -3.419 1.054
C: -4.116 -3.394 -0.422
O: -3.679 -4.544 -1.238
N: -4.163 -1.096 1.639
H: -7.656 -1.518 1.513
H: -8.549 -1.848 3.152
H: -6.625 -1.633 3.094
H: -8.343 0.905 1.999
H: -8.621 0.477 3.813
H: -6.074 3.138 1.161
H: -2.394 3.076 1.916
H: 1.802 -2.180 2.632
H: 0.621 -1.249 3.782
H: 0.355 0.784 1.884
H: 1.989 0.583 2.801
H: 0.052 -0.648 -0.974
H: 0.288 1.238 -0.900
H: 1.310 0.245 -2.136
H: 4.369 -1.337 -0.135
H: 3.216 -2.333 0.979
H: 2.741 -2.174 -0.844
H: 2.787 2.799 2.100
H: 4.546 5.023 1.617
H: 6.162 5.001 -0.710
H: 5.958 2.825 -2.665
H: 4.225 0.738 -2.129
H: -2.390 -4.102 1.013
H: -4.110 -3.894 1.818
H: -3.853 -2.407 -0.999
H: -5.280 -3.476 -0.313
H: -3.873 -4.310 -2.197
H: -5.163 -1.291 1.404
C: 2.511 -1.006 -6.478
O: 2.435 -2.234 -5.788
P: 3.717 -2.737 -4.955
O: 4.493 -1.672 -4.248
O: 4.564 -3.606 -6.015
C: 5.144 -2.942 -7.116
O: 3.086 -3.869 -3.999
C: 3.970 -4.523 -3.114
H: 1.533 -0.518 -6.430
H: 3.256 -0.334 -6.041
H: 2.758 -1.191 -7.526
H: 5.397 -1.906 -6.875
H: 4.441 -2.964 -7.953
H: 6.054 -3.469 -7.409
H: 4.304 -3.830 -2.338
H: 4.833 -4.921 -3.655
H: 3.439 -5.354 -2.642
C: -2.390 2.426 -7.341
O: -1.938 1.243 -6.720
P: -2.662 -0.148 -7.083
O: -3.080 -0.313 -8.509
O: -3.854 -0.269 -6.005
C: -4.911 0.663 -6.068
O: -1.600 -1.238 -6.554
C: -1.939 -2.597 -6.729
H: -1.529 3.075 -7.525
H: -2.885 2.227 -8.296
H: -3.083 2.946 -6.674
H: -5.080 1.012 -7.089
H: -4.674 1.511 -5.421
H: -5.823 0.188 -5.702
H: -1.914 -2.856 -7.790
H: -2.931 -2.803 -6.319
H: -1.205 -3.210 -6.198
C: 8.929 -4.223 0.484
O: 7.814 -3.408 0.769
P: 8.038 -2.048 1.601
O: 9.296 -1.299 1.297
O: 7.864 -2.491 3.140
C: 8.820 -3.364 3.699
O: 6.676 -1.238 1.314
C: 6.551 0.034 1.911
H: 8.793 -4.668 -0.506
H: 9.864 -3.655 0.483
H: 8.993 -5.025 1.222
H: 9.801 -3.238 3.235
H: 8.478 -4.394 3.567
H: 8.906 -3.158 4.768
H: 7.251 0.735 1.450
H: 6.738 -0.024 2.987
H: 5.532 0.396 1.751
C: -5.582 3.775 5.384
O: -6.166 4.863 6.064
P: -5.209 6.014 6.655
O: -4.023 6.368 5.816
O: -4.864 5.516 8.148
C: -4.087 4.349 8.303
O: -6.242 7.222 6.919
C: -5.707 8.416 7.446
H: -6.244 3.478 4.565
H: -4.604 4.029 4.964
H: -5.474 2.931 6.070
H: -3.397 4.210 7.467
H: -4.755 3.488 8.379
H: -3.510 4.428 9.227
H: -5.079 8.907 6.700
H: -5.123 8.212 8.348
H: -6.534 9.083 7.707

Atoms 1-6, force components in eV/Å:
0.2308 -0.1999 -0.3212
-2.6002 -1.1421 0.8502
1.6211 0.0184 -4.5220
-2.1259 0.9388 0.2991
1.2001 0.5688 3.7700
0.4516 -2.1503 -0.8438

Properties
LUMO level	-4.1	eV
net charge	+1

Atom charges from the Mulliken analysis, given in e for atoms 1 to 99:
1 C -0.81
2 C -0.21
3 O -0.35
4 B 0.61
5 O -0.45
6 N -0.12
7 S -0.08
8 C 0.16
9 N -0.35
10 C -0.06
11 C 0.96
12 F -0.31
13 F -0.25
14 C -0.97
15 C -0.24
16 Si -0.05
17 C -0.86
18 C -0.63
19 C 0.32
20 C -0.13
21 C -0.44
22 C -0.31
23 C -0.50
24 C -0.19
25 N 0.15
26 C -0.52
27 C -0.26
28 O -0.53
29 N -0.08
30 H 0.20
31 H 0.33
32 H 0.23
33 H 0.28
34 H 0.31
35 H 0.32
36 H 0.19
37 H 0.33
38 H 0.42
39 H 0.21
40 H 0.35
41 H 0.18
42 H 0.23
43 H 0.24
44 H 0.21
45 H 0.26
46 H 0.13
47 H 0.17
48 H 0.30
49 H 0.27
50 H 0.31
51 H 0.26
52 H 0.29
53 H 0.28
54 H 0.34
55 H 0.20
56 H 0.34
57 H 0.30
58 C -0.70
59 O -0.10
60 P 1.02
61 O -0.60
62 O -0.42
63 C -0.67
64 O -0.34
65 C -0.65
66 H 0.17
67 H 0.37
68 H 0.30
69 H 0.34
70 H 0.23
71 H 0.27
72 H 0.23
73 H 0.30
74 H 0.26
75 C -0.74
76 O -0.22
77 P 0.82
78 O -0.69
79 O -0.30
80 C -0.72
81 O -0.02
82 C -0.69
83 H 0.25
84 H 0.38
85 H 0.27
86 H 0.37
87 H 0.24
88 H 0.26
89 H 0.31
90 H 0.29
91 H 0.21
92 C -0.75
93 O -0.22
94 P 0.73
95 O -0.69
96 O -0.35
97 C -0.69
98 O 0.11
99 C -0.31

=====

The records above yield calculated total energy values of -1029379.62081; -92851.18003; -137942.82898 eV, respectively.